Formula: C24H30N5O2PdSi2
Source: OMol25
Level of theory: wB97M-V/def2-TZVPD

The geometry in XYZ format:
```
64
C24H30N5O2PdSi2 (wB97M-V/def2-TZVPD)
Pd -1.052 0.043 -0.348
O -4.076 -2.454 0.683
C -3.196 -1.641 0.574
N -2.474 -1.297 -0.549
C -2.598 -1.921 -1.773
O -3.343 -2.810 -2.091
C -1.596 -1.355 -2.768
C -1.557 -1.817 -4.067
C -0.616 -1.286 -4.936
C 0.261 -0.318 -4.469
C 0.164 0.094 -3.153
N -0.752 -0.411 -2.324
C -2.714 -0.852 1.783
C -3.231 -1.105 3.037
C -2.744 -0.386 4.117
C -1.757 0.565 3.902
C -1.290 0.766 2.617
N -1.760 0.070 1.580
H -2.267 -2.580 -4.355
H -0.563 -1.624 -5.962
H 1.013 0.116 -5.111
H 0.830 0.839 -2.739
H -4.000 -1.861 3.125
H -3.127 -0.563 5.113
H -1.353 1.149 4.716
H -0.525 1.499 2.399
C -0.393 4.327 0.831
Si -0.358 3.208 -0.657
C -2.090 2.929 -1.246
C 0.654 3.915 -2.052
N 0.317 1.588 -0.176
C 1.506 1.386 0.275
C 2.484 2.463 0.451
C 3.701 2.229 0.951
C 4.136 0.896 1.346
C 3.326 -0.155 1.214
C 1.961 -0.028 0.663
N 1.164 -0.991 0.483
Si 1.396 -2.730 0.834
C 1.537 -2.908 2.683
C -0.106 -3.643 0.250
C 2.872 -3.327 -0.132
H -0.749 5.308 0.507
H 0.579 4.472 1.303
H -1.088 3.966 1.592
H -2.527 3.896 -1.515
H -2.724 2.483 -0.478
H -2.128 2.294 -2.133
H 0.281 4.920 -2.268
H 0.548 3.328 -2.966
H 1.718 4.002 -1.830
H 2.207 3.468 0.175
H 4.392 3.055 1.069
H 5.132 0.767 1.749
H 3.662 -1.140 1.505
H 0.686 -2.418 3.165
H 2.450 -2.477 3.096
H 1.510 -3.963 2.962
H -1.005 -3.381 0.810
H 0.064 -4.713 0.393
H -0.306 -3.486 -0.812
H 3.818 -2.887 0.185
H 2.735 -3.101 -1.192
H 2.961 -4.412 -0.037
```

As for the net charge: +1. Its spin multiplicity is 1. The gap between HOMO and LUMO comes out at 0.2518 Ha. For the electronic energy, the calculation gives -2063.62672 hartree. For the energy above the lowest of the compared OMol25 structures with the same formula, charge and spin, the calculation gives 0.0 kJ/mol.

These are the Mulliken partial charges, in e, on atoms 1 to 2:
1. Pd 0.551
2. O -0.608

Formula: C24H30N6O2
Source: OMol25
Level of theory: wB97M-V/def2-TZVPD

The geometry in XYZ format:
```
62
C24H30N6O2 (wB97M-V/def2-TZVPD)
C -2.156 -3.987 -3.543
C -1.410 -3.776 -2.274
N -0.257 -4.376 -2.034
N 0.130 -3.973 -0.826
C -0.754 -3.118 -0.260
C -1.778 -2.959 -1.181
C -3.030 -2.130 -1.150
N -3.031 -1.070 -0.167
C -2.225 0.014 -0.263
O -2.207 0.890 0.586
C -1.348 0.096 -1.505
H -0.784 -0.827 -1.628
H -1.991 0.237 -2.378
C -0.377 1.269 -1.386
C 0.588 1.014 -0.291
N 1.174 -0.102 -0.007
N 1.951 0.123 1.079
C 1.802 1.366 1.397
O 0.950 1.994 0.560
C 2.486 2.111 2.483
C 3.667 2.833 1.906
C 4.979 2.477 2.012
N 5.762 3.363 1.323
C 4.963 4.308 0.746
C 5.284 5.402 -0.047
C 4.246 6.190 -0.496
C 2.919 5.902 -0.166
C 2.593 4.821 0.622
C 3.623 4.005 1.090
H 1.565 4.603 0.868
H 2.136 6.545 -0.541
H 4.459 7.049 -1.115
H 6.310 5.624 -0.301
H 6.764 3.321 1.250
H 5.413 1.649 2.538
H 1.784 2.823 2.920
H 2.814 1.396 3.237
H 0.169 1.397 -2.325
H -0.913 2.191 -1.156
C -4.030 -1.086 0.900
C -4.158 -2.443 1.589
H -3.182 -2.863 1.811
H -4.699 -2.315 2.523
H -4.711 -3.154 0.979
C -5.382 -0.620 0.356
H -6.112 -0.580 1.160
H -5.287 0.374 -0.075
H -5.747 -1.300 -0.411
H -3.674 -0.350 1.630
H -3.884 -2.780 -0.941
H -3.191 -1.713 -2.154
C -0.482 -2.559 1.089
H -1.222 -1.816 1.363
H -0.480 -3.354 1.837
H 0.495 -2.080 1.096
C 1.385 -4.399 -0.283
H 1.861 -5.037 -1.023
H 2.020 -3.536 -0.076
H 1.237 -4.961 0.642
H -2.273 -3.046 -4.080
H -1.607 -4.685 -4.168
H -3.148 -4.391 -3.343
```

Its spin multiplicity is 1. The gap between HOMO and LUMO comes out at 0.3238 Ha. For the electronic energy, the calculation gives -1411.58836 hartree. For the energy above the lowest of the compared OMol25 structures with the same formula, charge and spin, the calculation gives 129.7 kJ/mol.

These are the Mulliken partial charges, in e, on atoms 1 to 2:
1. C -1.225
2. C 0.067

Formula: C24H31AsCl2IrN5O3PS3
Source: OMol25
Level of theory: wB97M-V/def2-TZVPD

The geometry in XYZ format:
```
71
C24H31AsCl2IrN5O3PS3 (wB97M-V/def2-TZVPD)
Ir 0.083 -1.161 0.472
S 1.975 -1.134 1.925
C 2.849 -1.283 0.454
N 2.042 -1.624 -0.499
C 2.665 -1.635 -1.751
C 2.094 -1.936 -2.981
C 2.908 -1.900 -4.095
C 4.264 -1.570 -3.991
C 4.840 -1.280 -2.769
C 4.021 -1.312 -1.646
S 4.466 -0.967 0.018
H 1.042 -2.170 -3.052
H 2.495 -2.137 -5.066
H 4.871 -1.536 -4.885
H 5.890 -1.032 -2.689
C -2.017 3.097 2.917
N -1.557 3.302 1.544
C -0.255 3.976 1.555
N 0.733 3.250 2.347
C 0.233 3.054 3.702
N -1.046 2.345 3.707
C -0.926 0.964 3.292
P -0.321 0.899 1.528
C -1.558 2.076 0.779
C 1.162 2.017 1.728
H -2.973 2.573 2.908
H -2.157 4.071 3.385
H -0.390 4.965 1.992
H 0.108 4.088 0.532
H 0.083 4.029 4.163
H 0.965 2.498 4.290
H -1.895 0.464 3.360
H -0.209 0.451 3.930
H -2.541 1.606 0.805
H -1.313 2.283 -0.260
H 1.609 2.198 0.753
H 1.896 1.513 2.352
C 0.041 -4.552 2.099
As -0.685 -2.768 2.165
C -2.600 -2.978 2.201
C -0.308 -2.336 4.007
H -0.314 -5.052 3.000
H 1.129 -4.508 2.106
H -0.299 -5.085 1.217
H -2.824 -3.715 2.972
H -2.965 -3.327 1.238
H -3.077 -2.032 2.447
H -0.826 -3.070 4.624
H -0.666 -1.350 4.267
H 0.761 -2.400 4.198
Cl -0.056 -5.437 -2.961
C -1.147 -4.143 -2.560
Cl -0.804 -3.520 -0.880
H -2.168 -4.503 -2.526
H -1.024 -3.307 -3.232
O 1.795 1.979 -1.318
C 0.756 1.480 -1.667
N 0.281 0.242 -1.236
S -1.167 -0.107 -1.864
O -1.150 -1.189 -2.799
O -1.948 -0.349 -0.627
C -1.435 1.400 -2.692
C -2.519 1.843 -3.421
C -2.384 3.079 -4.046
C -1.202 3.810 -3.950
C -0.118 3.337 -3.218
C -0.251 2.119 -2.580
H -3.428 1.264 -3.508
H -3.210 3.475 -4.621
H -1.130 4.765 -4.452
H 0.807 3.893 -3.139
```

As for the net charge: +2. Its spin multiplicity is 2. The gap between HOMO and LUMO (alpha / beta) comes out at 0.2417 / 0.1994 Ha. For the electronic energy, the calculation gives -6228.50090 hartree. As for the expectation value of S²: 0.7571. For the energy above the lowest of the compared OMol25 structures with the same formula, charge and spin, the calculation gives 205.6 kJ/mol.

These are the Mulliken partial charges, in e, on atoms 1 to 2:
1. Ir 1.503
2. S -0.272

Formula: C24H31B2Br2EuF4I2N8O5S
Source: OMol25
Level of theory: wB97M-V/def2-TZVPD

The geometry in XYZ format:
```
80
C24H31B2Br2EuF4I2N8O5S (wB97M-V/def2-TZVPD)
Eu -0.177 -0.085 -0.354
C 0.083 3.578 2.910
C -0.084 2.180 2.405
N -0.134 1.968 1.085
O -0.149 3.195 0.352
B -0.395 3.128 -1.056
F -0.074 4.405 -1.662
F 0.374 2.131 -1.664
O -1.813 2.811 -1.402
N -1.996 1.433 -1.127
C -3.236 1.050 -1.271
C -4.260 2.148 -1.520
C -3.523 -0.397 -1.006
N -2.542 -1.261 -0.905
O -3.123 -2.595 -0.706
B -2.314 -3.322 0.083
F -1.163 -2.824 0.655
F -2.824 -4.468 0.446
O 0.638 -2.121 4.388
N 0.181 -0.160 2.967
C -0.022 1.137 3.369
C -0.151 1.401 4.865
C -4.941 -0.891 -0.956
H 1.040 3.946 2.479
H 0.123 3.632 3.989
H -0.678 4.237 2.442
H -5.285 1.806 -1.833
H -3.794 2.719 -2.337
H -4.296 2.782 -0.618
H -1.101 1.866 5.046
H 0.607 2.057 5.361
H -0.075 0.387 5.351
H -5.195 -1.054 0.094
H -5.071 -1.831 -1.428
H -5.645 -0.114 -1.319
I 4.837 -4.540 4.865
C 3.288 -3.020 4.648
C 2.330 -2.997 5.725
C 1.123 -2.449 5.627
I -0.222 -2.061 7.173
C 1.113 -1.152 3.560
O -0.312 -0.696 1.869
C 2.398 -1.294 3.029
C 2.812 -0.403 1.815
N 2.393 -0.853 0.495
C 2.271 -2.290 0.342
C 1.896 -2.597 -1.033
C 2.882 -3.183 -1.873
C 2.508 -3.429 -3.205
C 1.240 -3.052 -3.671
C 0.304 -2.628 -2.739
N 0.720 -2.305 -1.526
C 3.353 -2.185 3.559
H 2.486 -3.540 6.628
H 2.509 0.657 2.110
H 3.944 -0.354 1.943
H 2.966 -0.426 -0.249
H 3.181 -2.800 0.730
H 1.473 -2.682 0.990
H 3.890 -3.434 -1.496
H 3.134 -3.853 -3.985
H 0.985 -3.134 -4.717
H -0.751 -2.619 -2.917
H 4.334 -2.278 3.059
Br 4.868 3.995 0.543
C 3.784 3.159 -0.877
Br 4.285 1.391 -1.399
H 4.004 3.780 -1.713
H 2.714 3.172 -0.558
C -2.192 2.986 -5.225
N -1.741 2.064 -4.268
C -1.540 0.724 -4.486
N -2.298 0.038 -5.402
S -0.225 -0.100 -3.821
H -2.205 4.013 -4.751
H -3.161 2.666 -5.707
H -1.537 3.126 -6.113
H -1.405 2.331 -3.350
H -3.263 0.339 -5.478
H -2.155 -0.958 -5.271
```

As for the net charge: +1. Its spin multiplicity is 8. The gap between HOMO and LUMO (alpha / beta) comes out at 0.2033 / 0.2367 Ha. For the electronic energy, the calculation gives -9048.38565 hartree. As for the expectation value of S²: 15.9023. For the energy above the lowest of the compared OMol25 structures with the same formula, charge and spin, the calculation gives 116.9 kJ/mol.

These are the Mulliken partial charges, in e, on atoms 1 to 2:
1. Eu 0.996
2. C -1.397